# 1
The following is a DFT calculation (wB97M-V/def2-TZVPD) of a single C4H4OS molecule.

CARTESIAN COORDINATES (ANGSTROEM)
C1 -2.150357 -0.475240 0.067531
C2 -1.216928 0.659662 0.086726
C3 0.166709 0.828539 0.100773
C4 1.007253 -0.315960 0.074287
H1 -1.836846 -1.458310 0.471807
H2 -1.671275 1.626872 -0.122381
H3 0.597811 1.842611 -0.003451
H4 0.575098 -1.198198 0.145767
O1 -3.304589 -0.263363 -0.168813
S1 2.620742 -0.180505 -0.069821

Cartesian forces (eV/Å) of the 2 atoms listed first:
C 0.6 0.0 1.4
C 2.8 2.3 -0.9

Max |F|: 0.1018 Eh/bohr
Frontier orbital gap: 7.51 eV
Relative energy (zero: lowest compared OMol25 entry of this formula, charge and spin): 45.1 kcal per mole
SMILES: O=C/C=C\C=S
LUMO level: -1.7 eV

---

# 2
The following is a DFT calculation (wB97M-V/def2-TZVPD) of a single C3H3NOS molecule.

CARTESIAN COORDINATES (ANGSTROEM)
C1 -0.343463 -1.304880 -0.049239
C2 0.904161 -0.930467 -0.038580
C3 -0.073273 1.611990 0.050170
N1 -1.236346 1.156025 0.031253
O1 -1.609381 -0.084746 -0.060974
S1 1.482983 0.744818 -0.032935
H1 -0.876906 -2.222586 -0.034322
H2 1.709452 -1.648976 -0.000026
H3 0.042769 2.678821 0.134651

Cartesian forces (eV/Å) of the 2 atoms listed first:
C -2.4 3.2 0.0
C 0.1 0.3 0.1

Max |F|: 0.0920 Eh/bohr
Frontier orbital gap: 9.05 eV
Relative energy (zero: lowest compared OMol25 entry of this formula, charge and spin): 84.8 kcal per mole
SMILES: C1=CSC=NO1
LUMO level: 0.6 eV

---

# 3
The following is a DFT calculation (wB97M-V/def2-TZVPD) of a single C23H18F3N molecule.

CARTESIAN COORDINATES (ANGSTROEM)
C1 -1.324180 -2.659236 2.486519
C2 -0.321250 -1.784611 1.573911
C3 0.684305 -2.689612 1.047582
N1 1.411066 -3.409551 0.468540
C4 0.315511 -0.719128 2.467304
C5 -0.494513 0.088509 3.311870
C6 0.016746 1.257472 3.876145
C7 1.385058 1.550113 3.755380
C8 2.224188 0.676917 3.054654
C9 1.700948 -0.481596 2.475391
H1 -1.974032 -2.036732 3.124945
H2 -2.008117 -3.256752 1.829997
H3 -0.736030 -3.346798 3.182428
H4 -1.542729 -0.176152 3.497746
H5 -0.643769 1.922343 4.440681
H6 1.801780 2.422079 4.274119
H7 3.299319 0.868128 2.993791
H8 2.387020 -1.199276 2.021764
F1 4.117000 0.841942 -3.345226
C10 3.118765 1.706240 -2.920475
F2 3.725491 2.644516 -2.137419
F3 2.641801 2.356073 -4.024574
C11 2.029693 0.951359 -2.184338
C12 1.483165 1.412777 -0.977483
C13 0.456396 0.668671 -0.391133
C14 -0.025373 -0.540759 -0.962964
C15 -0.944056 -1.366537 -0.146924
C16 -1.688746 -2.493368 -0.829827
C17 -3.071439 -2.713108 -0.542486
C18 -3.759467 -3.854341 -0.986532
C19 -3.067029 -4.803603 -1.748661
C20 -1.716256 -4.630085 -2.069548
C21 -1.027179 -3.507512 -1.563775
C22 0.499700 -0.911725 -2.232123
C23 1.532463 -0.183040 -2.830375
H9 1.832281 2.360234 -0.539292
H10 0.014718 1.053169 0.535967
H11 -1.629979 -0.766910 0.514140
H12 -3.605650 -1.986104 0.067809
H13 -4.830921 -3.979089 -0.763566
H14 -3.595007 -5.674714 -2.136384
H15 -1.190530 -5.328883 -2.740191
H16 0.070025 -3.470780 -1.661259
H17 0.094050 -1.783592 -2.753422
H18 1.901635 -0.479079 -3.820757

Cartesian forces (eV/Å) of the 2 atoms listed first:
C 0.0 -0.2 -0.9
C 0.7 -2.2 0.3

Max |F|: 0.0701 Eh/bohr
Frontier orbital gap: 8.76 eV
Relative energy (zero: lowest compared OMol25 entry of this formula, charge and spin): 0.0 kcal per mole
SMILES: C[C@](C#N)(c1ccccc1)[C@H](c1ccccc1)c1ccc(C(F)(F)F)cc1
LUMO level: -0.1 eV

---

# 4
The following is a DFT calculation (wB97M-V/def2-TZVPD) of C31H30MnN7S as an isolated structure.

CARTESIAN COORDINATES (ANGSTROEM)
Mn1 0.142756 0.952215 -0.261729
C1 0.194085 3.995839 -0.530413
C2 -1.057963 4.039864 0.343634
C3 -2.092561 3.012344 -0.046126
C4 -3.430823 3.351284 0.005859
C5 -4.387857 2.459218 -0.456128
C6 -3.969409 1.259771 -0.999164
C7 -2.619108 0.958094 -1.003684
N1 -1.694716 1.800150 -0.495832
N2 1.110082 2.915545 -0.121148
C8 1.686001 3.179719 1.214282
C9 1.027577 2.376834 2.317357
C10 1.236718 2.707045 3.647111
C11 0.679478 1.914912 4.637556
C12 -0.075170 0.810114 4.268824
C13 -0.241556 0.548402 2.923995
N3 0.295803 1.312748 1.964290
C14 2.173382 2.703515 -1.130910
C15 2.923866 1.448590 -0.768088
C16 4.299195 1.356947 -0.842731
C17 4.922247 0.186997 -0.430073
C18 4.140689 -0.831279 0.091370
C19 2.771274 -0.661331 0.148768
N4 2.157854 0.440250 -0.302921
H1 -0.101190 3.825977 -1.567557
H2 0.708692 4.960613 -0.478087
H3 -0.793279 3.930185 1.398322
H4 -1.515390 5.022248 0.240568
H5 -3.716605 4.318217 0.395888
H6 -5.438345 2.713037 -0.416396
H7 -4.675550 0.550547 -1.405197
H8 -2.224588 -0.244487 -2.699739
H9 2.743180 2.905371 1.210081
H10 1.641491 4.245625 1.449807
H11 1.835775 3.570410 3.906920
H12 0.831451 2.152552 5.681632
H13 -0.527298 0.165404 5.008524
H14 -0.822070 -0.301730 2.585414
H15 1.698896 2.576348 -2.109679
H16 2.850394 3.559766 -1.199175
H17 4.877874 2.191951 -1.214346
H18 5.997711 0.087370 -0.485996
H19 4.581783 -1.748566 0.454692
H20 2.134692 -1.415811 0.585888
C20 3.504867 -5.068428 -2.162624
C21 2.321976 -4.419432 -1.527349
C22 1.760670 -4.880436 -0.332414
C23 0.718530 -4.147964 0.202706
N5 0.246479 -3.042053 -0.375819
C24 0.819882 -2.715607 -1.523372
S1 0.162517 -1.329993 -2.425829
N6 1.818626 -3.335081 -2.118260
H21 3.484293 -6.148959 -2.031160
H22 4.416733 -4.697086 -1.688069
H23 3.550420 -4.820238 -3.219457
H24 2.127771 -5.775283 0.149799
H25 0.227354 -4.441014 1.124281
N7 -0.682136 -0.495867 -1.274119
C25 -2.098505 -0.321862 -1.611860
C26 -2.929206 -1.511185 -1.141459
C27 -3.927007 -2.022337 -1.961076
C28 -4.749520 -3.039344 -1.497481
C29 -4.568491 -3.547345 -0.220259
C30 -3.568055 -3.040502 0.598345
C31 -2.746743 -2.024462 0.136392
H26 -4.062041 -1.628109 -2.962429
H27 -5.529765 -3.431050 -2.135972
H28 -5.203005 -4.347899 0.135903
H29 -3.429567 -3.438268 1.595107
H30 -1.945514 -1.632988 0.750830

Cartesian forces (eV/Å) of the 2 atoms listed first:
Mn -0.2 -0.2 0.8
C -0.2 0.1 0.1

Max |F|: 0.0179 Eh/bohr
Frontier orbital gap (spin up / spin down): 6.21 / 7.92 eV
Multiplicity: 5
<S²>: 6.50
LUMO level (spin up / spin down): -7.3 / -5.8 eV
Charge: +2

---

Number 1: total energy -17093.1889 eV. Number 2: total energy -17528.2625 eV. Number 3: total energy -33784.3056 eV. Number 4: total energy -85208.9230 eV.